[1]
Density functional theory data (wB97M-V/def2-TZVPD) for C7H13N3O2S as an isolated structure in a non-equilibrium geometry.

The value obtained for the orbital gap is 9.30 eV. As for the LUMO energy: 0.78 eV. The largest force on an atom comes out at 5.163 eV/A. The calculation puts the energy above the lowest of the compared OMol25 structures with the same formula, charge and spin at 90.5 kcal per mole. For the HOMO energy, the calculation gives -0.3130 hartree. As for the energy: -26865.209 eV.

Element x y z (Å)
1 C 1.989 -1.910 -0.799
2 C 0.164 -1.988 -2.094
3 C -0.672 -1.472 -1.017
4 C -0.817 -0.911 1.186
5 C 0.048 0.360 1.423
6 C 1.001 2.445 0.638
7 C -1.289 2.069 0.270
8 H 3.221 -2.268 -0.696
9 H 1.963 -0.799 -0.765
10 H 1.505 -2.411 0.148
11 H -1.310 -1.317 2.284
12 H -1.785 -0.613 0.838
13 H 0.956 -0.035 1.928
14 H -0.523 0.770 2.394
15 H 0.485 2.888 1.597
16 H 1.028 3.161 -0.175
17 H 1.966 2.352 1.071
18 H -1.252 2.615 -0.706
19 H -1.388 2.906 1.034
20 H -2.185 1.275 0.470
21 N -0.412 -1.794 -3.204
22 N -1.916 -1.143 -1.375
23 N 0.021 1.393 0.307
24 O 1.420 -2.429 -2.008
25 O -0.373 -1.847 0.238
26 S -1.843 -1.294 -2.989

[2]
Density functional theory data (wB97M-V/def2-TZVPD) for a 2-piece molecular cluster, C7H13N3O3 overall in a non-equilibrium geometry.

The value obtained for the orbital gap (spin up / spin down) is 7.99 / 7.99 eV. As for the LUMO energy (spin up / spin down): -0.10 / -0.10 eV. The largest force on an atom comes out at 4.608 eV/A. The calculation puts the energy above the lowest of the compared OMol25 structures with the same formula, charge and spin at 172.9 kcal per mole. For the HOMO energy (spin up / spin down), the calculation gives -0.2971 / -0.2971 hartree. As for the energy: -18076.477 eV.

Element x y z (Å)
1 C -1.939 -0.770 1.368
2 C 0.814 -0.831 -1.095
3 C -0.380 1.026 -0.445
4 C -0.306 -1.448 -1.743
5 C 2.801 -0.088 0.881
6 C -3.992 0.581 1.297
7 C 1.920 0.883 0.162
8 N -2.752 0.007 1.732
9 N 0.787 0.299 -0.437
10 N -0.767 1.522 -1.656
11 O -1.119 -1.568 1.220
12 O -1.676 2.365 -1.633
13 O -0.345 0.982 -2.687
14 H 1.764 -1.259 -1.353
15 H -0.623 1.861 0.334
16 H -0.032 -1.816 -2.724
17 H -0.999 -0.719 -1.932
18 H -0.825 -2.223 -1.145
19 H 2.429 -1.075 0.763
20 H 3.875 0.014 0.869
21 H 2.541 0.057 1.947
22 H -4.565 0.746 2.199
23 H -3.745 1.672 0.788
24 H -4.514 0.032 0.515
25 H 1.624 1.677 0.731
26 H 2.612 1.302 -0.608

[3]
Density functional theory data (wB97M-V/def2-TZVPD) for an isolated ion of composition C7H13N4O and charge +1 in a non-equilibrium geometry.

The value obtained for the orbital gap (spin up / spin down) is 7.44 / 7.44 eV. As for the LUMO energy (spin up / spin down): -4.80 / -4.80 eV. The largest force on an atom comes out at 2.696 eV/A. The calculation puts the energy above the lowest of the compared OMol25 structures with the same formula, charge and spin at 92.7 kcal per mole. For the HOMO energy (spin up / spin down), the calculation gives -0.4499 / -0.4499 hartree. The charge is +1. The SMILES is CN1CCN[C@@H](N=[N+]=C2CO2)C1. As for the energy: -15466.621 eV.

Element x y z (Å)
1 C 0.440 1.349 -0.102
2 C 0.549 -0.482 -1.577
3 C -0.174 0.544 1.045
4 C -3.964 -0.305 0.387
5 C -0.253 -1.426 -0.549
6 C -2.854 -0.582 -0.513
7 C 2.583 0.182 -0.380
8 N -1.267 -2.009 -1.350
9 N -2.369 -1.476 -1.307
10 N 1.284 0.506 -0.910
11 N -0.814 -0.667 0.539
12 O -3.450 0.574 -0.629
13 H -0.355 1.752 -0.738
14 H 1.019 2.179 0.300
15 H 1.178 -1.130 -2.185
16 H -0.198 -0.001 -2.215
17 H 0.606 0.280 1.772
18 H -0.929 1.139 1.565
19 H -4.936 -0.734 0.176
20 H -3.764 -0.005 1.409
21 H 0.411 -2.237 -0.235
22 H 3.128 -0.421 -1.101
23 H 3.130 1.112 -0.219
24 H 2.548 -0.365 0.570
25 H -1.085 -1.282 1.301

[4]
Density functional theory data (wB97M-V/def2-TZVPD) for an isolated ion of composition C7H13N4O and charge +1 in a non-equilibrium geometry.

The value obtained for the orbital gap is 4.41 eV. As for the LUMO energy: -4.67 eV. The largest force on an atom comes out at 5.983 eV/A. The calculation puts the energy above the lowest of the compared OMol25 structures with the same formula, charge and spin at 143.5 kcal per mole. For the HOMO energy, the calculation gives -0.3335 hartree. The charge is +1. As for the energy: -15464.419 eV.

Element x y z (Å)
1 C -3.070 -0.205 -3.316
2 C -2.954 -0.287 -1.945
3 C 1.377 -0.536 1.848
4 C 2.238 1.330 0.663
5 C 0.939 -1.215 0.504
6 C -1.068 -0.612 -0.530
7 C 1.314 1.725 2.830
8 N -1.902 -0.339 -3.889
9 N -0.981 -0.355 -2.952
10 N -1.615 -0.522 -1.687
11 N 1.685 0.849 1.714
12 O 0.279 -0.399 -0.435
13 H -3.995 -0.179 -3.801
14 H -3.706 -0.328 -1.063
15 H 0.502 -0.567 2.543
16 H 2.195 -1.106 2.233
17 H 2.569 0.553 -0.134
18 H 2.590 2.266 0.508
19 H 1.725 -1.783 0.118
20 H 0.141 -1.920 0.793
21 H -1.761 -0.992 0.295
22 H 1.866 1.212 3.565
23 H 1.447 2.839 2.545
24 H 0.256 1.509 2.822
25 H -0.070 -0.937 -3.228

[5]
Density functional theory data (wB97M-V/def2-TZVPD) for C7H13NO as an isolated structure in a non-equilibrium geometry.

The value obtained for the orbital gap (spin up / spin down) is 7.73 / 7.74 eV. As for the LUMO energy (spin up / spin down): 0.65 / 0.65 eV. The largest force on an atom comes out at 3.463 eV/A. The calculation puts the energy above the lowest of the compared OMol25 structures with the same formula, charge and spin at 150.4 kcal per mole. For the HOMO energy (spin up / spin down), the calculation gives -0.2605 / -0.2605 hartree. As for the energy: -11001.230 eV.

Element x y z (Å)
1 C 2.939 0.089 -0.187
2 C -0.024 1.217 -1.741
3 C 0.300 -0.498 2.009
4 C -2.244 -1.382 -0.408
5 C 0.062 0.658 -0.397
6 C 0.044 0.092 0.702
7 C -1.903 -0.046 0.158
8 O 2.024 1.047 0.200
9 N -2.719 0.809 0.561
10 H -2.285 1.670 0.900
11 H 2.771 -0.299 -1.216
12 H 2.955 -0.807 0.472
13 H 3.972 0.482 -0.175
14 H -0.181 2.296 -1.693
15 H -0.830 0.764 -2.322
16 H 0.930 1.034 -2.239
17 H 1.284 -0.970 1.982
18 H -0.451 -1.247 2.270
19 H 0.315 0.276 2.779
20 H -3.325 -1.500 -0.501
21 H -1.779 -1.512 -1.388
22 H -1.853 -2.172 0.238

[6]
Density functional theory data (wB97M-V/def2-TZVPD) for C7H13NO as an isolated structure in a non-equilibrium geometry.

The value obtained for the orbital gap is 9.89 eV. As for the LUMO energy: 0.75 eV. The largest force on an atom comes out at 4.067 eV/A. The calculation puts the energy above the lowest of the compared OMol25 structures with the same formula, charge and spin at 57.2 kcal per mole. For the HOMO energy, the calculation gives -0.3361 hartree. As for the energy: -11005.272 eV.

Element x y z (Å)
1 C 0.170 -0.701 1.433
2 C 0.288 1.122 -0.358
3 C -1.967 -0.406 -0.200
4 C 0.742 1.261 -1.801
5 C 1.383 -0.838 0.539
6 C -0.493 -0.482 0.023
7 N 0.203 0.245 2.502
8 C 0.413 -1.490 -0.593
9 O 2.577 -0.683 0.578
10 H -0.177 -1.657 1.846
11 H 0.669 1.109 2.266
12 H -0.716 0.449 2.873
13 H -0.587 1.751 -0.177
14 H 1.046 1.544 0.308
15 H -2.426 0.338 0.451
16 H -2.186 -0.156 -1.239
17 H -2.409 -1.381 0.013
18 H 0.202 -2.521 -0.321
19 H 0.705 -1.417 -1.636
20 H 0.016 0.827 -2.490
21 H 1.702 0.772 -1.951
22 H 0.844 2.314 -2.067

[7]
Density functional theory data (wB97M-V/def2-TZVPD) for a 2-piece molecular cluster, C7H13NO overall in a non-equilibrium geometry.

The value obtained for the orbital gap is 9.05 eV. As for the LUMO energy: 0.84 eV. The largest force on an atom comes out at 4.017 eV/A. The calculation puts the energy above the lowest of the compared OMol25 structures with the same formula, charge and spin at 62.7 kcal per mole. For the HOMO energy, the calculation gives -0.3017 hartree. The SMILES is C=CC(=C)C.CNC=O. As for the energy: -11005.033 eV.

Element x y z (Å)
1 C -0.988 -0.172 -1.984
2 N -0.096 0.871 -1.491
3 C 1.145 0.275 0.388
4 C 2.277 -0.398 0.073
5 H 0.706 1.025 -2.090
6 H 1.275 1.304 0.712
7 H -1.873 -0.196 -1.354
8 H -0.482 -1.135 -1.915
9 H -1.333 0.043 -2.995
10 H 2.272 -1.438 -0.210
11 H 3.233 0.093 0.171
12 C -0.156 -1.839 1.187
13 C -0.015 -0.342 1.210
14 C -0.680 1.972 -0.822
15 C -0.752 0.388 2.052
16 O -1.845 2.102 -0.547
17 H 0.077 2.761 -0.668
18 H 0.229 -2.297 0.276
19 H 0.410 -2.284 2.005
20 H -1.202 -2.138 1.247
21 H -0.634 1.457 2.148
22 H -1.568 -0.052 2.606

[8]
Density functional theory data (wB97M-V/def2-TZVPD) for the molecule C7H13NO in a non-equilibrium geometry.

The value obtained for the orbital gap is 9.75 eV. As for the LUMO energy: 0.88 eV. The largest force on an atom comes out at 6.649 eV/A. The calculation puts the energy above the lowest of the compared OMol25 structures with the same formula, charge and spin at 54.0 kcal per mole. For the HOMO energy, the calculation gives -0.3259 hartree. The SMILES is CC[C@]1(C)C[C@H]1C(N)=O. As for the energy: -11005.412 eV.

Element x y z (Å)
1 C -0.234 -0.651 -0.228
2 C 0.474 0.449 0.334
3 C -0.552 -0.258 1.191
4 C -1.349 0.241 -1.362
5 C 0.204 -1.969 -0.762
6 C -2.059 1.517 -0.975
7 C 2.150 -0.068 0.808
8 N 2.635 0.614 1.883
9 O 2.844 -0.848 0.177
10 H 0.566 1.490 0.064
11 H 2.050 1.221 2.434
12 H 3.589 0.452 2.182
13 H -0.198 -0.889 2.000
14 H -1.502 0.215 1.410
15 H -0.745 0.378 -2.261
16 H -2.077 -0.552 -1.553
17 H 0.962 -2.404 -0.099
18 H -0.640 -2.657 -0.845
19 H 0.658 -1.847 -1.749
20 H -1.364 2.352 -0.849
21 H -2.777 1.813 -1.751
22 H -2.631 1.403 -0.050

[9]
Density functional theory data (wB97M-V/def2-TZVPD) for a 2-piece molecular cluster, C7H13NO overall in a non-equilibrium geometry.

The value obtained for the orbital gap is 9.93 eV. As for the LUMO energy: 0.78 eV. The largest force on an atom comes out at 1.085 eV/A. The calculation puts the energy above the lowest of the compared OMol25 structures with the same formula, charge and spin at 35.2 kcal per mole. For the HOMO energy, the calculation gives -0.3365 hartree. The SMILES is C[C@H](O)C#N.C=C(C)C. As for the energy: -11006.225 eV.

Element x y z (Å)
1 C -0.665 0.418 1.616
2 C -1.289 -0.732 1.416
3 C -1.316 1.739 1.352
4 C 0.734 0.486 2.150
5 C 0.805 0.490 -1.146
6 N 0.708 1.616 -0.978
7 H -0.791 -1.496 -0.901
8 H -2.305 -0.768 1.057
9 H -0.822 -1.680 1.622
10 H 1.334 1.174 1.558
11 H -0.766 2.276 0.583
12 H -1.301 2.353 2.256
13 H -2.340 1.617 1.024
14 H 1.201 -0.497 2.147
15 H 0.719 0.859 3.176
16 C 0.789 -0.970 -3.050
17 C 0.966 -0.907 -1.523
18 O 0.122 -1.804 -0.850
19 H 1.987 -1.211 -1.255
20 H -0.213 -0.641 -3.326
21 H 0.928 -1.996 -3.385
22 H 1.516 -0.329 -3.544

[10]
Density functional theory data (wB97M-V/def2-TZVPD) for the molecule C7H13NO.

The value obtained for the orbital gap is 8.76 eV. As for the LUMO energy: 0.91 eV. The largest force on an atom comes out at 0.564 eV/A. The calculation puts the energy above the lowest of the compared OMol25 structures with the same formula, charge and spin at 56.3 kcal per mole. For the HOMO energy, the calculation gives -0.2886 hartree. The SMILES is C=C1N(C)OCC1(C)C. As for the energy: -11005.310 eV.

Element x y z (Å)
1 C 0.489 -0.551 0.222
2 C 0.448 -1.878 0.248
3 C 0.035 1.612 -0.514
4 C -0.693 0.389 0.066
5 C -1.276 0.711 1.445
6 C -1.775 -0.133 -0.870
7 C 2.892 -0.204 -0.153
8 N 1.627 0.223 0.386
9 O 1.327 1.586 0.049
10 H 1.330 -2.478 0.369
11 H -0.488 -2.399 0.180
12 H 0.093 1.542 -1.612
13 H -0.423 2.563 -0.238
14 H -2.104 1.411 1.352
15 H -0.511 1.152 2.080
16 H -1.637 -0.199 1.919
17 H -2.493 0.657 -1.083
18 H -2.306 -0.962 -0.410
19 H -1.344 -0.475 -1.808
20 H 3.593 0.621 -0.042
21 H 3.246 -1.050 0.433
22 H 2.832 -0.493 -1.209

[11]
Density functional theory data (wB97M-V/def2-TZVPD) for a 2-piece molecular cluster, C7H13NO2 overall in a non-equilibrium geometry.

The value obtained for the orbital gap is 9.98 eV. As for the LUMO energy: 0.28 eV. The largest force on an atom comes out at 3.793 eV/A. The calculation puts the energy above the lowest of the compared OMol25 structures with the same formula, charge and spin at 83.7 kcal per mole. For the HOMO energy, the calculation gives -0.3565 hartree. The SMILES is C[C@@H](O)C#N.C=C(C)CO. As for the energy: -13052.299 eV.

Element x y z (Å)
1 C 0.070 0.079 -2.162
2 C -0.597 1.281 -2.839
3 O 0.770 0.505 -1.021
4 C -0.948 -0.928 -1.825
5 N -1.719 -1.711 -1.494
6 H 0.779 -0.240 -0.126
7 H 0.762 -0.401 -2.875
8 H 0.175 1.994 -3.120
9 H -1.142 0.973 -3.730
10 H -1.280 1.765 -2.142
11 C -0.900 0.440 1.459
12 C 1.556 -0.081 2.272
13 C 0.398 -0.617 1.477
14 C 0.081 -1.918 1.471
15 O -0.535 1.649 0.939
16 H -0.063 1.457 0.061
17 H -1.670 -0.072 0.870
18 H -1.216 0.571 2.496
19 H 1.343 -0.071 3.341
20 H 1.769 0.944 1.964
21 H 2.454 -0.670 2.093
22 H 0.716 -2.665 1.926
23 H -0.801 -2.283 0.965